A cluster of 2 separate species, C2HO4S in total at a distorted geometry, computed with the ωB97M-V functional and the def2-TZVPD basis.

Values from the calculation:
Total charge: -1
Relative energy (zero: lowest compared OMol25 entry of this formula, charge and spin) in kcal/mol: 10.20
E_LUMO in eV: 3.213

Atoms and positions in Å:
C  0.385311  0.099206  1.106189
C  0.418537  -3.522043  -0.522366
O  0.638936  -1.073427  0.775008
O  1.459555  -3.967836  -0.675324
O  -0.691319  -3.368189  -0.510322
O  0.103300  2.586886  1.668164
S  1.190860  1.567056  1.328314
H  -0.602743  0.310959  1.340701

Atomic forces in eV per Å
0.90 -1.32 -0.44
1.63 -1.36 -0.53
1.05 0.37 -0.07
2.93 -0.06 0.13
-4.65 1.56 0.46
-0.17 0.26 0.15
0.98 -0.10 -0.27
-2.68 0.67 0.58

Now the natural (NBO) charges, all in e: atom 1 (C): 0.06, atom 2 (C): 1.05, atom 3 (O): -0.72, atom 4 (O): -0.55, atom 5 (O): -0.51, atom 6 (O): -1.07, atom 7 (S): 0.63, atom 8 (H): 0.10



The ion C2H5N2S3 with charge +1 at a distorted geometry, computed with the ωB97M-V functional and the def2-TZVPD basis.

Values from the calculation:
Total charge: +1
Relative energy (zero: lowest compared OMol25 entry of this formula, charge and spin) in kcal/mol: 18.21
E_LUMO in eV: -4.873

Atoms and positions in Å:
C  -0.029111  0.937456  0.119661
C  -0.004241  -0.691057  -0.241157
N  -1.259553  1.361986  0.092721
N  1.148351  -1.339183  0.161763
S  1.296166  1.882107  0.321774
S  -1.674770  -1.253491  0.596463
S  -2.618124  0.446788  -0.284945
H  -0.243252  -0.635334  -1.401420
H  -1.446901  2.283748  0.306509
H  1.093075  -2.032940  0.857358
H  2.066821  0.821464  0.035649
H  1.671537  -1.781549  -0.564379

Atomic forces in eV per Å
-2.11 -3.06 -0.89
-2.56 2.09 -1.20
1.47 -0.26 0.05
0.78 0.34 -0.79
1.04 0.51 0.14
0.92 1.01 -1.24
0.02 -2.14 0.41
0.77 -0.44 2.17
-0.48 2.55 0.46
-0.47 -0.47 1.47
0.45 -0.13 0.26
0.17 0.01 -0.84

Now the natural (NBO) charges, all in e: atom 1 (C): 0.12, atom 2 (C): -0.15, atom 3 (N): -0.66, atom 4 (N): -0.85, atom 5 (S): 0.30, atom 6 (S): 0.14, atom 7 (S): 0.40, atom 8 (H): 0.26, atom 9 (H): 0.43, atom 10 (H): 0.41, atom 11 (H): 0.19, atom 12 (H): 0.41



An isolated molecule of C4H5N3 at a distorted geometry, computed with the ωB97M-V functional and the def2-TZVPD basis.

Values from the calculation:
Total charge: 0
Relative energy (zero: lowest compared OMol25 entry of this formula, charge and spin) in kcal/mol: 83.14
Structure (SMILES): CNC(C#N)C#N
E_LUMO in eV: 0.131

Atoms and positions in Å:
C  -1.544845  0.217512  0.111049
N  -0.331196  -0.320538  -0.503776
C  0.931436  -0.309224  0.099086
C  1.913630  -0.994653  -0.828040
N  2.599208  -1.663869  -1.485849
C  1.009996  1.147820  0.993244
N  0.342284  2.050667  1.293862
H  -2.245412  -0.604494  0.248441
H  -1.975820  0.992025  -0.534620
H  -1.398464  0.702819  1.083164
H  -0.360103  -0.412336  -1.509633
H  1.059291  -0.805734  1.033077

Atomic forces in eV per Å
-0.16 -0.19 -0.12
-0.17 -0.09 0.08
-0.04 0.85 0.84
0.70 0.49 0.03
-1.13 1.18 1.02
-0.13 0.18 -2.67
1.15 -0.59 0.44
-0.25 0.12 -0.01
0.00 -0.26 0.04
0.31 -0.38 -0.36
0.24 0.25 0.29
-0.52 -1.56 0.42

Now the natural (NBO) charges, all in e: atom 1 (C): -0.43, atom 2 (N): -0.60, atom 3 (C): -0.10, atom 4 (C): 0.26, atom 5 (N): -0.26, atom 6 (C): 0.20, atom 7 (N): -0.36, atom 8 (H): 0.20, atom 9 (H): 0.21, atom 10 (H): 0.24, atom 11 (H): 0.40, atom 12 (H): 0.24